ORCA calculation (ωB97M-V/def2-TZVPD) on a molecular structure, C21H36P2Sn.

Output
- DFT total energy (eV) = -46748.23414
- Kohn-Sham gap (alpha / beta) (eV) = 5.58 / 3.88
- net charge = +2

Atoms and positions in Å:
P: 3.1017 5.0178 -1.6288
P: 2.2848 3.4667 -4.5066
C: 3.8933 5.4789 -3.2574
C: 3.0521 5.1692 -4.5037
H: 4.8712 4.9632 -3.2928
H: 4.0827 6.5645 -3.1895
H: 2.2226 5.8904 -4.6155
H: 3.6861 5.2375 -5.4028
C: 3.7089 2.5463 -5.2018
H: 3.4459 1.4904 -5.3217
H: 4.5859 2.6126 -4.5442
H: 3.9843 2.9549 -6.1808
C: 1.1541 3.6541 -5.9140
H: 1.6996 3.8132 -6.8532
H: 0.4966 4.5126 -5.7304
H: 0.5463 2.7466 -5.9986
C: 4.5073 5.3292 -0.5318
H: 4.2539 5.0196 0.4884
H: 4.7571 6.3993 -0.5373
H: 5.3752 4.7539 -0.8825
C: 2.0022 6.4434 -1.3966
H: 1.2198 6.4608 -2.1667
H: 2.5897 7.3661 -1.4713
H: 1.5405 6.3941 -0.4047
Sn: -1.7363 0.3527 0.5951
C: 0.8510 1.2900 -3.1122
C: 2.0531 0.7208 -2.9241
C: 3.1383 1.4474 -2.2393
C: 3.1567 1.2832 -0.6776
C: 2.7435 2.5086 0.0060
C: 1.8241 3.4213 -0.4666
C: 0.8423 3.2642 -1.6088
C: 0.1211 1.9539 -1.9597
C: -0.9623 -0.2844 2.5643
H: 0.2717 1.1072 -4.0134
H: 2.2809 -0.3157 -3.1996
H: 3.0479 2.5376 -2.4726
H: 4.1293 1.1402 -2.6323
H: 2.5573 0.4182 -0.3118
H: 4.2042 1.0434 -0.4037
H: 3.1398 2.6502 1.0229
H: 1.4742 4.1499 0.2880
H: 1.4336 3.5433 -2.5159
H: 0.0894 4.0614 -1.5681
H: -0.0117 1.2579 -1.0921
H: -0.9011 2.2013 -2.3257
H: -1.8914 -0.5502 3.0947
H: -0.5094 0.6048 3.0255
H: -0.2861 -1.1307 2.4998
C: -2.0613 -4.2900 -1.2099
C: -0.8708 -3.8635 -0.6125
C: -0.7292 -2.5270 -0.1704
C: -1.8160 -1.6652 -0.2932
C: -3.0123 -2.0723 -0.8766
C: -3.1202 -3.3953 -1.3555
H: -2.1566 -5.3459 -1.5440
H: -0.0373 -4.5592 -0.4839
H: 0.2092 -2.1943 0.2694
H: -3.8755 -1.4042 -0.9771
H: -4.0456 -3.7412 -1.8402

Cartesian forces (eV/Å) of the 2 atoms listed first:
1.10 1.45 -0.30
0.94 1.26 -0.50


ORCA calculation (ωB97M-V/def2-TZVPD) on a molecular structure, C21H37Ag2CuNO22S3.

Output
- DFT total energy (eV) = -154014.14520
- <S²> = 2.014
- Kohn-Sham gap (alpha / beta) (eV) = 7.38 / 2.78
- multiplicity = 3
- net charge = +3

Atoms and positions in Å:
Ag: 18.3794 -22.3268 11.6830
Ag: 19.7055 -25.2407 9.9114
Cu: 20.1705 -27.6676 7.1993
O: 19.1457 -23.0300 9.3782
C: 18.7557 -23.0128 8.0440
C: 19.3978 -24.0509 7.0652
O: 19.7904 -25.2992 7.5456
H: 18.8389 -21.9983 7.6256
H: 17.6572 -23.1006 7.9971
H: 20.3053 -23.5482 6.6988
H: 18.7940 -24.2224 6.1703
C: 18.4883 -20.4312 4.6873
N: 17.3189 -21.2063 4.2269
O: 17.5524 -22.2996 3.7462
O: 16.2641 -20.6376 4.2370
H: 19.3538 -21.0812 4.7988
H: 18.2656 -20.2549 5.7453
H: 18.6671 -19.4889 4.1865
O: 22.6598 -27.9750 7.0719
C: 23.3078 -27.0276 6.6781
O: 24.1595 -27.1095 5.6956
C: 24.7154 -25.8524 5.2801
C: 23.8451 -24.8255 6.0022
C: 23.2459 -25.5878 7.2056
H: 24.8851 -25.7570 4.2129
H: 25.7110 -25.8704 5.7358
H: 23.0853 -24.4401 5.3144
H: 24.4438 -23.9599 6.2894
H: 22.2474 -25.2017 7.4007
H: 23.9121 -25.3146 8.0234
O: 17.4402 -25.8945 9.9324
C: 16.4597 -26.3040 9.3412
O: 15.3226 -26.5006 10.0117
C: 14.2428 -26.7824 9.1120
C: 14.7907 -26.5174 7.7004
C: 16.2994 -26.6220 7.8667
H: 13.3681 -26.1625 9.2957
H: 13.8989 -27.8144 9.1826
H: 14.3915 -25.5863 7.3003
H: 14.3720 -27.2646 7.0236
H: 16.7662 -25.8887 7.2120
H: 16.6394 -27.6289 7.6246
O: 18.5405 -27.6806 5.3915
C: 18.2287 -27.0109 4.4221
O: 19.0536 -26.8915 3.3795
C: 18.4646 -25.9266 2.4620
C: 17.0034 -25.7821 2.8168
C: 16.9324 -26.1917 4.2792
H: 18.5822 -26.2422 1.4294
H: 19.0288 -25.0101 2.6584
H: 16.4503 -26.4498 2.1570
H: 16.6873 -24.7484 2.6980
H: 16.1086 -26.7742 4.6799
H: 17.0511 -25.2952 4.8961
C: 14.2481 -21.0464 9.5908
C: 15.4939 -21.0891 8.6508
O: 15.0532 -21.5394 7.3990
S: 13.6423 -22.3071 7.4864
O: 13.8148 -23.6766 7.8719
O: 12.8227 -22.0474 6.3594
O: 13.1757 -21.5027 8.8114
H: 14.1738 -20.1327 10.1805
H: 14.3469 -21.8114 10.3751
H: 16.1470 -21.8487 9.0896
H: 15.8913 -20.0890 8.4927
C: 19.2169 -18.5095 7.6187
C: 19.7355 -17.8419 6.3865
O: 20.5897 -16.8126 6.8331
S: 21.1354 -17.0174 8.3427
O: 20.9379 -15.8116 9.0746
O: 22.4498 -17.6364 8.2839
O: 20.0773 -18.1860 8.6939
H: 19.1280 -19.5907 7.5166
H: 18.1791 -18.2223 7.8155
H: 19.0173 -17.5452 5.6253
H: 20.3458 -18.5908 5.8569
C: 22.1903 -21.1559 7.4918
C: 22.5689 -21.8480 8.7882
O: 23.9971 -21.9010 8.6869
S: 24.5466 -20.4975 8.1172
O: 25.6880 -20.7338 7.2977
O: 24.6765 -19.5444 9.2065
O: 23.2033 -20.2220 7.2353
H: 21.2509 -20.6632 7.7644
H: 22.1103 -21.8479 6.6501
H: 22.1033 -22.7586 9.1722
H: 22.3494 -21.1737 9.6312

Cartesian forces (eV/Å) of the 2 atoms listed first:
0.14 -0.35 -1.07
-0.48 0.16 0.12


ORCA calculation (ωB97M-V/def2-TZVPD) on 4 unconnected molecules or ions with the total composition C21H37BF6N3O18P3.

Output
- DFT total energy (eV) = -108553.54786
- Kohn-Sham gap (eV) = 9.18

Atoms and positions in Å:
C: 0.5472 -3.9508 -1.2778
C: 0.8707 -2.4736 -1.5880
B: -0.0608 -1.4328 -0.8494
O: -0.9691 -1.8670 0.0612
C: 0.0948 0.1673 -1.1285
C: 1.5497 0.5384 -0.7725
C: -0.8074 0.8665 -0.2205
N: -1.5186 1.3369 0.5623
C: -0.3503 0.5675 -2.5732
C: 0.8321 0.4014 -3.4433
N: 1.7538 0.2113 -4.1213
O: -0.7923 1.9129 -2.7019
N: 0.2868 2.8601 -2.5765
O: 0.1398 3.7170 -3.3280
C: -1.4499 -0.3394 -3.1794
O: -1.1432 -1.2745 -3.8832
C: -2.9685 -0.0773 -2.9468
F: -3.2459 1.1954 -2.6589
F: -3.5756 -0.3781 -4.1021
C: -3.5954 -0.9686 -1.8501
F: -3.2306 -0.4715 -0.6670
F: -3.1235 -2.2110 -2.0123
C: -5.1524 -1.0364 -1.8748
F: -5.5650 -2.1542 -2.4604
F: -5.6858 0.0146 -2.5046
C: -5.6558 -1.0387 -0.3976
O: -5.8000 -2.0532 0.2229
O: -5.9266 0.1961 0.0906
H: 1.4722 -4.5123 -1.3356
H: -0.0911 -4.3751 -2.0418
H: 0.1623 -4.1107 -0.2799
H: 1.9049 -2.3068 -1.3022
H: 0.8533 -2.3479 -2.6681
H: -1.5195 -2.5841 -0.2609
H: 2.2555 -0.2340 -1.0384
H: 1.8790 1.4745 -1.2001
H: 1.6014 0.6528 0.3050
H: -5.1714 0.5290 0.5893
C: 5.4165 -1.1767 -8.6005
O: 5.3174 -1.0093 -7.1853
P: 6.4128 -0.1199 -6.4463
O: 6.5431 1.2415 -6.9717
O: 7.7431 -0.9826 -6.4568
C: 8.6936 -0.8009 -7.5107
O: 5.9892 -0.2543 -4.9411
C: 4.8904 0.5549 -4.4837
H: 4.4111 -1.1815 -9.0139
H: 5.9809 -0.3655 -9.0631
H: 5.8974 -2.1309 -8.8199
H: 8.5381 0.1424 -8.0335
H: 8.6157 -1.6294 -8.2150
H: 9.6885 -0.8000 -7.0715
H: 3.9583 0.1945 -4.8978
H: 5.0454 1.5978 -4.7607
H: 4.8572 0.4774 -3.3999
C: 0.7215 3.0890 5.2665
O: 1.7596 2.1419 5.5389
P: 2.1527 1.1027 4.4003
O: 2.5463 1.7145 3.1260
O: 0.9548 0.0767 4.3173
C: -0.1010 0.3204 3.3739
O: 3.2467 0.2262 5.1156
C: 4.5700 0.7673 5.2133
H: 0.9897 4.0317 5.7365
H: 0.5982 3.2537 4.1952
H: -0.2161 2.7303 5.6924
H: 0.1973 1.0366 2.6108
H: -0.9806 0.6942 3.8971
H: -0.3535 -0.6210 2.8902
H: 4.5919 1.5858 5.9330
H: 4.9144 1.1174 4.2409
H: 5.2224 -0.0306 5.5563
C: -6.7503 -0.9365 5.6195
O: -6.4206 0.4381 5.8381
P: -4.8877 0.8638 5.8248
O: -4.1666 0.5080 4.5984
O: -4.2788 0.2794 7.1643
C: -3.6560 -1.0108 7.1563
O: -4.9596 2.3973 6.1631
C: -5.3065 3.2955 5.1007
H: -7.6630 -0.9779 5.0308
H: -5.9606 -1.4584 5.0773
H: -6.9217 -1.4242 6.5797
H: -3.3952 -1.3246 6.1460
H: -4.3303 -1.7395 7.6058
H: -2.7483 -0.9508 7.7517
H: -6.3599 3.1866 4.8423
H: -4.6864 3.1107 4.2242
H: -5.1266 4.3052 5.4581

Cartesian forces (eV/Å) of the 2 atoms listed first:
0.68 0.28 -0.36
-0.60 -0.39 0.11


ORCA calculation (ωB97M-V/def2-TZVPD) on 3 unconnected molecules or ions with the total composition C21H37Br2N2O6.

Output
- DFT total energy (eV) = -177719.74602
- Kohn-Sham gap (eV) = 9.02
- net charge = +1

Atoms and positions in Å:
C: 0.1847 0.0494 2.7274
C: -0.4277 1.2719 1.9668
C: 0.4898 1.9253 0.9347
C: 0.9757 0.9593 -0.2065
C: -0.2562 0.3117 -0.7822
N: -1.1104 0.9933 -1.6471
C: -2.0921 0.0942 -1.8908
N: -1.9130 -1.0333 -1.2634
C: -2.8463 -2.1113 -1.3283
Br: -4.4727 -1.8011 -0.3554
C: -2.6524 -3.2479 -1.9948
C: -1.3867 -3.5151 -2.7818
Br: -3.9806 -4.6089 -1.9736
C: -0.7013 -0.9318 -0.5575
O: -0.1459 -1.8904 0.1926
C: 1.0712 -2.3840 -0.4158
C: 1.8162 -3.3947 0.5014
C: 2.4652 -4.4720 -0.4033
O: 0.9908 -4.0050 1.4648
H: -0.5472 -0.7650 2.7246
H: 1.1225 -0.3176 2.2982
H: 0.3761 0.2983 3.7746
H: -1.4066 0.9599 1.5831
H: -0.6309 2.0443 2.7181
H: 1.3403 2.4360 1.3978
H: -0.0675 2.7230 0.4133
H: 1.5995 0.2189 0.2963
H: 1.5450 1.4951 -0.9706
H: -1.0401 1.9393 -1.9944
H: -2.8928 0.4041 -2.5485
H: -1.0508 -2.6264 -3.3211
H: -1.6154 -4.3066 -3.5012
H: -0.6429 -3.9165 -2.0901
H: 0.8551 -2.8757 -1.3709
H: 1.7777 -1.5849 -0.6644
H: 2.6294 -2.8524 0.9918
H: 3.4146 -4.1269 -0.8308
H: 1.8146 -4.7529 -1.2404
H: 2.7037 -5.3306 0.2308
H: 0.3621 -4.5633 0.9911
O: 1.6094 2.8181 4.2575
C: 1.8916 2.6787 5.4187
O: 1.0382 2.0279 6.2252
C: 1.3506 1.6417 7.5699
C: 1.0771 2.7634 8.5492
C: 3.1376 3.2959 6.0046
H: 2.3727 1.2667 7.6395
H: 0.6976 0.7988 7.7919
H: 1.7048 3.6325 8.3509
H: 1.2610 2.4320 9.5714
H: 0.0407 3.0918 8.4680
H: 2.9289 4.3318 6.2691
H: 3.9184 3.2719 5.2478
H: 3.5260 2.7692 6.8728
O: 0.1342 3.0430 -5.2528
C: -0.4846 2.1298 -5.7260
O: -1.1090 2.2834 -6.8994
C: -1.7107 1.2094 -7.6327
C: -3.1263 0.9412 -7.1663
C: -0.6437 0.8334 -4.9637
H: -1.0835 0.3168 -7.6010
H: -1.7270 1.5366 -8.6707
H: -3.1529 0.6217 -6.1227
H: -3.5896 0.1649 -7.7754
H: -3.7264 1.8483 -7.2386
H: -1.4660 0.9332 -4.2618
H: 0.2713 0.6463 -4.4030
H: -0.7951 -0.0383 -5.5970

Cartesian forces (eV/Å) of the 2 atoms listed first:
-0.46 0.29 -0.02
0.55 -0.21 1.03